DFT (ωB97M-V with the def2-TZVPD basis set) results for C31H76CuN5O13 as an isolated structure in a non-equilibrium geometry.

ORCA input file:
```
! wB97M-V def2-TZVPD RIJCOSX def2/J DEFGRID3
* xyz 1 2
Cu 6.06858 -1.54366 -4.68598
O 3.02285 -0.29977 -0.76927
C 3.70492 -0.69862 -1.86237
O 4.05971 0.08854 -2.71844
O 4.20853 -1.83159 -2.09235
H 2.99709 0.60766 -1.08153
C 3.47337 4.29075 2.02762
O 4.06507 3.13313 1.39354
C 5.26624 2.69650 2.01461
C 5.05443 2.23196 3.51299
N 4.38478 0.91409 3.54483
C 3.89328 0.48156 4.89506
C 5.03593 0.41170 5.92780
O 4.53013 0.13747 7.21106
C 5.58205 0.02398 8.19435
H 4.17726 5.12283 2.01074
H 2.98811 4.04297 2.97168
H 2.66013 4.56741 1.35665
H 6.05208 3.45023 1.96525
H 5.71507 1.94038 1.37046
H 4.64880 3.00903 4.16085
H 6.06878 2.02979 3.85698
H 3.67422 0.73845 2.84888
H 3.37424 -0.47266 4.80481
H 3.12560 1.15417 5.27762
H 5.78359 1.20346 5.88056
H 5.65878 -0.43260 5.63235
H 5.21186 -0.17970 9.19912
H 6.15577 0.94879 8.25475
H 6.31455 -0.73315 7.91453
C -1.95391 -0.90705 -4.80635
O -3.24983 -0.32432 -4.95828
C -4.06505 -0.96445 -5.90629
C -5.40678 -0.23330 -6.00583
N -5.42977 0.88225 -6.97716
C -6.55231 1.80583 -6.73889
C -6.50291 3.03857 -7.66655
O -5.24013 3.77832 -7.53081
C -5.04399 4.40159 -6.25150
H -1.91056 -1.92362 -4.41543
H -1.36968 -0.28491 -4.12834
H -1.39254 -0.76657 -5.73006
H -4.13534 -2.02777 -5.67713
H -3.55421 -0.92728 -6.86845
H -5.73547 0.13428 -5.03375
H -6.19340 -0.93515 -6.28286
H -4.60603 1.46575 -7.01021
H -6.64561 2.18059 -5.71961
H -7.47835 1.25859 -6.91517
H -7.25310 3.79470 -7.43506
H -6.64817 2.83485 -8.72744
H -4.14320 5.00756 -6.34868
H -4.92005 3.69639 -5.42965
H -5.87447 5.07247 -6.03172
C 7.00699 1.64965 -5.46862
O 7.66866 0.39772 -5.17165
C 8.86115 0.62377 -4.50616
C 9.50007 -0.72579 -4.25262
N 8.57734 -1.48379 -3.39468
C 9.10031 -2.81083 -3.26222
C 8.85540 -3.61932 -4.53261
O 7.43042 -3.74427 -4.77316
C 6.99547 -4.80260 -5.59486
H 7.61896 2.40523 -5.96127
H 6.72901 2.23983 -4.59539
H 6.14618 1.46935 -6.11252
H 8.65582 1.08493 -3.54010
H 9.56472 1.29471 -4.99905
H 10.48503 -0.57904 -3.80942
H 9.64673 -1.19882 -5.22362
H 8.67674 -1.05872 -2.48390
H 8.57276 -3.41355 -2.52295
H 10.12411 -2.91229 -2.90214
H 9.24778 -4.62905 -4.41190
H 9.36296 -3.22108 -5.41118
H 7.37151 -4.71345 -6.61405
H 5.90685 -4.83867 -5.63614
H 7.34428 -5.77993 -5.26131
C -2.19434 1.99452 3.66552
O -3.09341 1.54082 4.67680
C -4.11564 2.50275 5.08576
C -5.12284 1.78156 6.07473
N -6.26627 2.71009 6.27263
C -7.12390 2.08001 7.34984
C -8.41588 2.82602 7.46486
O -9.31093 2.20623 6.56187
C -10.60948 2.77715 6.62957
H -1.76040 2.93973 3.99167
H -2.78587 2.12978 2.76004
H -1.37191 1.28439 3.57940
H -4.58869 2.90067 4.18799
H -3.66705 3.32740 5.63968
H -4.60544 1.57025 7.01054
H -5.46139 0.86341 5.59463
H -6.88288 2.97498 5.51783
H -6.58136 2.11578 8.29456
H -7.33695 1.05173 7.05768
H -8.45151 3.89931 7.27809
H -8.79299 2.68261 8.47743
H -11.30573 2.04286 6.22439
H -10.60089 3.67616 6.01329
H -11.03113 2.97426 7.61520
C -7.04236 -1.74922 -0.58109
O -5.56177 -1.68896 -0.50290
C -4.96427 -2.73798 0.18655
C -3.44516 -2.51185 0.35156
N -2.70684 -3.72598 0.80284
C -1.27223 -3.41695 0.88932
C -0.43759 -4.64520 1.37377
O -0.62680 -4.88250 2.74039
C 0.07555 -6.00911 3.18763
H -7.44258 -2.63376 -1.07661
H -7.40708 -0.82725 -1.03390
H -7.45654 -1.76029 0.42710
H -5.20370 -3.62944 -0.39318
H -5.28981 -2.77804 1.22603
H -3.32374 -1.71235 1.08240
H -3.07886 -2.18651 -0.62213
H -3.11195 -3.88157 1.71486
H -1.17888 -2.60340 1.60871
H -0.92082 -3.12861 -0.10138
H 0.58393 -4.35217 1.13142
H -0.66230 -5.53053 0.77897
H 1.05955 -6.05918 2.72143
H -0.36447 -6.93768 2.82399
H 0.15541 -6.18841 4.25981
*
```

Summary:
HOMO (spin up / spin down): -9.6475 / -9.6475 eV
Orbital gap (spin up / spin down): 5.428 / 3.454 eV